C11H23N2O6S | ωB97M-V/def2-TZVPD

Each line ends with the Löwdin charge.
CARTESIAN COORDINATES (ANGSTROEM)
O (6.382, 0.388, 1.175)  0.13
N (6.812, 1.266, 0.574)  0.01
O (5.917, 1.603, -0.549)  -0.12
C (5.495, 2.954, -0.447)  -0.14
C (3.997, 3.056, -0.761)  -0.27
C (3.082, 3.582, 0.326)  -0.12
O (1.803, 3.456, -0.345)  -0.17
S (1.788, 1.951, -0.866)  0.60
O (1.413, 1.089, 0.209)  -0.24
O (1.082, 1.863, -2.092)  -0.21
O (3.352, 1.813, -1.119)  -0.14
H (6.045, 3.566, -1.163)  0.13
H (5.695, 3.341, 0.557)  0.13
H (3.870, 3.729, -1.613)  0.16
H (3.081, 2.884, 1.169)  0.14
H (3.289, 4.586, 0.680)  0.15
C (-1.367, -0.774, -2.350)  -0.09
C (-0.572, -1.474, -1.249)  -0.21
C (-1.336, -2.221, -0.164)  -0.11
N (-2.226, -1.404, 0.756)  -0.26
C (-1.486, -0.204, 1.234)  0.02
C (-3.533, -1.017, 0.106)  -0.09
C (-4.416, -2.235, 0.272)  -0.14
C (-4.111, -2.682, 1.704)  -0.13
C (-2.650, -2.276, 1.940)  -0.07
H (-1.795, 0.173, -2.019)  0.07
H (-0.704, -0.537, -3.180)  0.08
H (-2.169, -1.407, -2.738)  0.08
H (0.128, -0.771, -0.796)  0.08
H (0.052, -2.243, -1.711)  0.13
H (-0.606, -2.689, 0.495)  0.13
H (-1.963, -3.009, -0.581)  0.14
H (-1.273, 0.440, 0.386)  0.10
H (-0.556, -0.523, 1.698)  0.12
H (-2.101, 0.330, 1.954)  0.11
H (-3.922, -0.168, 0.669)  0.14
H (-3.362, -0.719, -0.921)  0.11
H (-4.146, -3.008, -0.449)  0.12
H (-5.465, -1.997, 0.115)  0.13
H (-4.264, -3.748, 1.849)  0.12
H (-4.758, -2.163, 2.409)  0.12
H (-1.973, -3.122, 1.994)  0.13
H (-2.533, -1.678, 2.840)  0.13

Properties
- 2S+1 = 1
- net charge = +1
- LUMO level (eV) = -2.30
- largest force on an atom (eV/A) = 0.94


C7H17NO | ωB97M-V/def2-TZVPD

Each line ends with the Löwdin charge.
CARTESIAN COORDINATES (ANGSTROEM)
C (1.479, 1.510, 0.855)  -0.26
C (2.370, 0.359, 1.528)  -0.12
C (-0.525, 0.192, 0.512)  -0.07
C (2.618, 0.278, -1.400)  -0.03
C (1.155, 0.422, -1.395)  -0.47
O (0.344, 0.283, -2.207)  0.14
N (0.574, 0.976, -0.098)  -0.13
H (1.345, 2.344, 1.607)  0.13
H (2.455, 1.935, 0.348)  0.10
H (3.384, 0.119, 1.268)  0.05
H (1.542, -0.479, 1.620)  0.09
H (-1.458, -0.174, -0.092)  0.10
H (3.374, 1.051, -0.904)  0.12
H (2.564, 0.398, 2.605)  0.05
H (-0.209, -0.491, 1.218)  0.03
H (-0.936, 0.919, 1.172)  0.08
H (2.753, -0.695, -0.844)  0.11
H (3.175, 0.146, -2.355)  0.09
C (-3.842, -2.442, 0.879)  -0.17
C (-3.666, -0.968, 0.441)  -0.18
H (-4.517, -2.574, 1.683)  0.03
H (-3.863, -3.249, 0.081)  0.08
H (-2.866, -2.697, 1.461)  0.08
H (-4.434, -0.275, 0.875)  0.08
H (-3.801, -0.913, -0.736)  0.12
H (-2.813, -0.570, 0.808)  -0.05

Properties
- energy above the lowest of the compared OMol25 structures with the same formula, charge and spin (kcal/mol) = 115.9
- 2S+1 = 1
- LUMO level (eV) = 0.84
- largest force on an atom (eV/A) = 6.54
- SMILES = CCN(C)C(C)=O.CC


C21H74N6O16 | ωB97M-V/def2-TZVPD

Each line ends with the Löwdin charge.
CARTESIAN COORDINATES (ANGSTROEM)
C (2.231, -4.742, 2.173)  -0.09
C (2.508, -3.342, 1.805)  -0.40
O (1.751, -3.125, 0.676)  -0.10
H (2.463, -5.445, 1.364)  0.08
H (1.160, -4.817, 2.429)  0.08
H (2.812, -4.998, 3.054)  0.07
H (3.554, -3.064, 1.677)  0.10
H (2.181, -2.656, 2.610)  0.11
H (2.073, -2.235, 0.357)  0.05
C (2.168, 3.959, 0.531)  -0.07
C (2.758, 2.552, 0.635)  -0.26
O (3.734, 2.412, -0.387)  -0.11
H (1.256, 4.032, -0.098)  0.07
H (2.866, 4.676, 0.015)  0.09
H (1.946, 4.438, 1.479)  0.07
H (1.990, 1.821, 0.475)  0.09
H (3.160, 2.442, 1.686)  0.13
H (4.264, 3.205, -0.419)  0.10
C (5.228, -0.390, 1.803)  -0.08
C (4.130, -0.223, 2.817)  -0.37
O (2.967, -0.056, 2.176)  -0.09
H (5.113, 0.228, 0.921)  0.05
H (5.214, -1.408, 1.421)  0.06
H (6.224, -0.253, 2.203)  0.08
H (4.435, 0.573, 3.546)  0.13
H (4.172, -1.112, 3.383)  0.09
H (2.973, -0.388, 1.261)  0.04
C (1.184, -2.619, -2.847)  -0.08
C (1.943, -1.606, -3.649)  -0.27
O (3.240, -2.099, -4.082)  -0.09
H (0.740, -3.414, -3.491)  0.08
H (0.339, -2.117, -2.505)  0.01
H (1.612, -2.977, -1.928)  0.06
H (2.104, -0.697, -3.069)  0.09
H (1.341, -1.364, -4.495)  0.10
H (3.845, -2.064, -3.342)  0.00
C (-3.179, 2.866, -1.625)  -0.05
C (-4.028, 4.226, -1.580)  -0.26
O (-3.235, 5.012, -0.736)  -0.11
H (-3.059, 2.634, -0.596)  0.03
H (-2.162, 2.903, -2.098)  0.09
H (-3.747, 2.076, -2.194)  0.08
H (-5.068, 4.107, -1.109)  0.13
H (-4.159, 4.758, -2.544)  0.11
H (-3.717, 5.763, -0.452)  0.08
C (-2.931, 0.832, 3.513)  -0.60
O (-2.503, 0.752, 2.190)  -0.09
N (-3.118, 1.911, 4.165)  0.14
N (-3.057, -0.125, 4.384)  0.17
H (-3.239, 2.805, 3.651)  0.15
H (-3.384, 1.880, 5.122)  0.12
H (-2.926, -1.050, 3.947)  0.10
H (-3.522, -0.055, 5.299)  0.14
C (-2.471, -3.053, -3.337)  -0.56
O (-2.082, -2.563, -2.060)  -0.11
N (-1.855, -3.904, -4.104)  0.14
N (-3.504, -2.646, -4.053)  0.14
H (-1.192, -4.365, -3.451)  0.13
H (-2.248, -4.512, -4.893)  0.17
H (-4.095, -1.936, -3.534)  0.15
H (-4.049, -3.317, -4.572)  0.11
C (4.280, -0.904, -1.202)  -0.57
O (3.233, -1.125, -0.308)  -0.12
N (4.881, -1.918, -1.746)  0.17
N (4.684, 0.250, -1.594)  0.16
H (4.705, -2.818, -1.259)  0.17
H (5.679, -1.877, -2.386)  0.15
H (4.480, 1.138, -1.059)  0.09
H (5.347, 0.289, -2.424)  0.18
C (-5.060, 0.535, 0.175)  -0.16
O (-6.243, 1.189, -0.243)  -0.11
H (-5.395, -0.354, 0.713)  0.08
H (-4.424, 1.124, 0.831)  0.06
H (-4.517, 0.158, -0.670)  0.06
H (-6.786, 1.262, 0.517)  0.05
C (-0.657, -2.394, 2.938)  -0.12
O (-2.059, -2.351, 2.946)  -0.13
H (-0.369, -3.062, 2.153)  0.06
H (-0.280, -2.815, 3.899)  0.10
H (-0.284, -1.368, 2.787)  0.06
H (-2.299, -2.166, 2.094)  -0.04
C (-3.668, -3.114, 0.687)  -0.19
O (-2.979, -1.951, 0.524)  -0.15
H (-3.004, -3.945, 0.793)  0.08
H (-4.349, -3.387, -0.138)  0.09
H (-4.243, -3.044, 1.618)  0.09
H (-2.707, -1.951, -0.408)  0.05
C (-0.169, -0.378, -0.276)  -0.13
O (-1.347, 0.375, -0.345)  -0.13
H (-0.363, -1.411, -0.469)  0.06
H (0.074, -0.290, 0.762)  0.07
H (0.619, 0.019, -0.941)  0.09
H (-1.934, 0.090, 0.345)  0.02
C (-1.031, 3.681, 1.410)  -0.18
O (-1.049, 4.985, 0.932)  -0.14
H (-0.227, 3.659, 2.121)  0.07
H (-0.856, 3.015, 0.551)  0.08
H (-2.030, 3.427, 1.789)  0.07
H (-1.787, 5.072, 0.310)  0.03
C (-1.373, 0.260, -3.629)  -0.16
O (-0.413, 1.068, -2.988)  -0.13
H (-1.628, 0.717, -4.603)  0.09
H (-2.230, 0.125, -2.999)  0.06
H (-1.062, -0.737, -3.873)  0.04
H (-0.640, 1.050, -2.043)  0.03
C (0.506, 1.224, 3.570)  -0.19
O (-0.189, 1.870, 4.582)  -0.12
H (1.542, 1.546, 3.589)  0.07
H (0.136, 1.371, 2.538)  0.07
H (0.568, 0.160, 3.826)  0.07
H (-1.159, 1.705, 4.507)  0.04
C (2.241, 2.583, -2.942)  -0.17
O (3.197, 1.670, -3.450)  -0.13
H (1.782, 2.161, -2.003)  0.07
H (1.436, 2.791, -3.701)  0.10
H (2.693, 3.514, -2.604)  0.06
H (3.576, 1.155, -2.723)  0.00

Properties
- energy above the lowest of the compared OMol25 structures with the same formula, charge and spin (kcal/mol) = 0.0
- 2S+1 = 1
- LUMO level (eV) = 0.18
- largest force on an atom (eV/A) = 7.82


C24H25N3O2 | ωB97M-V/def2-TZVPD

Each line ends with the Löwdin charge.
CARTESIAN COORDINATES (ANGSTROEM)
O (3.940, 0.734, -1.112)  0.07
C (3.252, -0.235, -0.865)  -0.44
N (2.151, -0.235, -0.074)  0.14
C (1.602, 0.822, 0.648)  -0.22
C (1.938, 2.155, 0.428)  0.01
C (1.323, 3.155, 1.156)  0.02
C (0.367, 2.842, 2.114)  -0.27
C (0.055, 1.510, 2.368)  -0.02
C (0.670, 0.513, 1.640)  -0.03
H (0.441, -0.521, 1.855)  0.11
H (-0.660, 1.261, 3.139)  0.13
O (-0.182, 3.877, 2.843)  0.04
C (-1.515, 3.884, 3.110)  -0.24
C (-2.477, 3.224, 2.349)  -0.01
C (-3.808, 3.358, 2.706)  -0.06
C (-4.130, 4.142, 3.802)  -0.16
N (-3.222, 4.786, 4.517)  0.06
C (-1.954, 4.665, 4.184)  -0.07
H (-1.238, 5.209, 4.783)  0.12
H (-5.155, 4.269, 4.123)  0.10
H (-4.578, 2.861, 2.136)  0.10
H (-2.186, 2.630, 1.494)  0.11
H (1.574, 4.190, 0.989)  0.12
H (2.680, 2.399, -0.314)  0.10
H (1.621, -1.112, -0.073)  0.10
C (3.594, -1.614, -1.439)  -0.22
C (2.788, -1.883, -2.713)  -0.12
C (1.291, -2.042, -2.429)  -0.16
N (1.036, -2.551, -1.081)  -0.21
C (2.062, -3.504, -0.684)  -0.18
C (3.393, -2.776, -0.450)  -0.12
H (4.204, -3.496, -0.565)  0.12
H (3.437, -2.398, 0.572)  0.12
H (2.184, -4.292, -1.446)  0.13
H (1.745, -3.992, 0.241)  0.12
C (-0.308, -3.106, -0.963)  -0.15
C (-1.364, -2.143, -1.439)  -0.23
C (-2.203, -2.480, -2.492)  -0.05
C (-3.172, -1.597, -2.934)  -0.08
C (-3.310, -0.359, -2.332)  -0.09
C (-2.476, -0.013, -1.282)  -0.07
C (-1.514, -0.900, -0.836)  -0.03
H (-0.870, -0.621, -0.017)  0.08
H (-2.576, 0.953, -0.808)  0.10
H (-4.062, 0.333, -2.679)  0.10
H (-3.819, -1.876, -3.753)  0.10
H (-2.101, -3.445, -2.971)  0.11
H (-0.475, -3.336, 0.096)  0.13
H (-0.397, -4.047, -1.532)  0.13
H (0.854, -2.713, -3.186)  0.13
H (0.785, -1.076, -2.514)  0.13
H (2.936, -1.069, -3.424)  0.12
H (3.178, -2.795, -3.170)  0.12
H (4.651, -1.547, -1.716)  0.15

Properties
- energy above the lowest of the compared OMol25 structures with the same formula, charge and spin (kcal/mol) = 29.8
- 2S+1 = 1
- LUMO level (eV) = 0.57
- largest force on an atom (eV/A) = 0.69
- SMILES = O=C(Nc1ccc(Oc2cccnc2)cc1)C1CCN(Cc2ccccc2)CC1


C8H15Cl2N2O | ωB97M-V/def2-TZVPD

Each line ends with the Löwdin charge.
CARTESIAN COORDINATES (ANGSTROEM)
C (3.177, -0.787, 1.920)  -0.07
C (1.788, -0.702, 1.054)  -0.40
O (1.976, -0.331, -0.371)  -0.13
C (0.859, -2.085, 1.144)  -0.08
C (-0.715, -1.541, 1.129)  -0.10
C (-1.851, -1.628, -0.050)  0.06
N (-2.974, -0.890, 0.645)  0.04
C (-2.568, -0.424, 2.059)  0.05
N (-1.150, -0.832, 2.392)  0.10
H (2.939, -0.583, 3.065)  0.09
H (3.685, -1.830, 1.750)  0.10
H (3.850, 0.129, 1.558)  0.11
H (1.147, 0.186, 1.528)  0.13
H (1.139, 0.208, -0.582)  0.00
H (1.105, -2.745, 2.081)  0.13
H (1.119, -2.710, 0.162)  0.15
H (-1.757, -2.122, -1.106)  0.15
H (-3.914, -0.685, 0.228)  0.16
H (-3.192, 0.183, 2.843)  0.16
H (-0.551, -0.699, 3.236)  0.17
Cl (-0.356, 0.915, -4.485)  0.55
C (-0.905, 2.441, -3.748)  -0.66
C (-0.138, 2.772, -2.477)  -0.62
Cl (-0.525, 1.651, -1.148)  0.59
H (-1.980, 2.361, -3.562)  0.07
H (-0.746, 3.226, -4.493)  0.08
H (-0.407, 3.775, -2.132)  0.08
H (0.943, 2.746, -2.640)  0.08

Properties
- energy above the lowest of the compared OMol25 structures with the same formula, charge and spin (kcal/mol) = 38.6
- 2S+1 = 1
- net charge = +1
- LUMO level (eV) = -4.32
- largest force on an atom (eV/A) = 8.81


C4H8NS | ωB97M-V/def2-TZVPD

Each line ends with the Löwdin charge.
CARTESIAN COORDINATES (ANGSTROEM)
C (3.027, -0.409, -0.472)  -0.07
C (-1.605, 0.777, -0.083)  -0.20
C (-0.709, 0.098, 0.995)  -0.27
C (-0.366, 1.158, -0.951)  -0.32
N (1.870, -0.480, 0.022)  -0.23
S (0.808, 0.905, 0.382)  1.18
H (3.559, 0.504, -0.924)  0.11
H (3.745, -1.343, -0.464)  0.14
H (-2.338, 0.305, -0.760)  0.13
H (-2.202, 1.542, 0.442)  0.12
H (-1.125, 0.286, 1.995)  0.12
H (-0.358, -0.897, 0.828)  0.07
H (-0.307, 0.652, -1.981)  0.15
H (-0.220, 2.140, -1.312)  0.07

Properties
- energy above the lowest of the compared OMol25 structures with the same formula, charge and spin (kcal/mol) = 55.0
- 2S+1 = 1
- net charge = +1
- LUMO level (eV) = -4.44
- largest force on an atom (eV/A) = 2.56


- What is the formula in the fifth record?
  C8H15Cl2N2O


- What is the 2S+1 in the second record?
  1